Density functional theory data (ωB97M-V/def2-TZVPD) for a structure of composition C29H45AsN5O3RbS3 in a non-equilibrium geometry.

Calculated values
charge	0
HOMO	-6.3	eV
DFT total energy	-5085.953399	hartree
LUMO energy	0.28	eV
Kohn-Sham gap	6.624	eV

XYZ file:
```
87
Properties=species:S:1:pos:R:3:mulliken_charge:R:1
Rb 0.02 -0.01 -0.21 0.43
C -3.96 1.28 -0.68 -1.06
C -3.16 2.26 0.21 -1.05
N -1.77 2.29 -0.20 0.53
C -1.40 3.26 -1.20 -0.72
C -1.92 2.97 -2.60 -0.80
S -1.45 1.34 -3.30 0.08
C -3.05 0.49 -3.51 -0.87
C -3.39 -0.43 -2.34 -0.78
N -3.09 0.19 -1.07 0.79
H -4.86 0.94 -0.13 0.43
H -4.31 1.79 -1.58 0.47
H -3.63 3.25 0.17 0.32
H -3.21 1.91 1.24 0.45
H -1.17 2.39 0.60 0.07
H -1.75 4.28 -0.95 0.31
H -0.30 3.28 -1.22 0.14
H -3.01 3.04 -2.63 0.39
H -1.51 3.71 -3.29 0.58
H -3.82 1.24 -3.68 0.33
H -2.94 -0.10 -4.42 0.46
H -4.45 -0.73 -2.43 0.32
H -2.77 -1.33 -2.43 0.38
H -3.03 -0.49 -0.33 -0.10
S 0.90 -1.74 2.42 -0.38
C 2.02 -2.45 1.35 0.08
C 2.96 -3.38 1.84 -0.87
C 3.82 -4.00 0.98 -0.21
C 3.76 -3.68 -0.38 -0.90
C 2.82 -2.75 -0.78 -0.36
N 1.98 -2.13 0.04 0.37
H 2.96 -3.61 2.90 0.42
H 4.53 -4.73 1.34 0.38
H 4.40 -4.17 -1.10 0.41
H 2.72 -2.47 -1.83 0.48
O -6.37 -5.16 4.00 -0.53
C -6.73 -4.12 3.11 -0.48
N -6.55 -2.86 3.74 -0.13
C -5.47 -2.03 3.68 0.14
O -5.49 -0.95 4.21 -0.64
C -4.29 -2.50 2.88 0.02
C -3.62 -3.69 3.11 0.13
C -2.49 -3.96 2.35 -0.83
C -2.07 -3.03 1.41 -0.61
N -2.71 -1.89 1.19 -0.25
C -3.79 -1.63 1.91 -0.34
H -6.62 -6.01 3.62 0.31
H -7.79 -4.22 2.82 0.34
H -6.11 -4.15 2.21 0.41
H -7.27 -2.55 4.38 0.26
H -3.95 -4.38 3.87 0.51
H -1.93 -4.87 2.49 0.43
H -1.17 -3.19 0.82 0.53
H -4.30 -0.70 1.72 0.41
C 3.70 -0.26 -3.70 -1.36
As 2.30 0.33 -2.46 0.41
C 1.99 2.03 -3.40 -1.17
C 3.45 0.98 -0.97 -0.21
C 4.58 1.85 -1.37 0.14
C 5.81 1.31 -1.74 -0.33
C 6.85 2.13 -2.15 -0.70
C 6.69 3.50 -2.17 -0.52
C 5.48 4.06 -1.78 -0.70
C 4.44 3.24 -1.39 -0.14
H 4.46 0.51 -3.84 0.42
H 3.24 -0.47 -4.66 0.44
H 4.18 -1.17 -3.34 0.34
H 2.94 2.54 -3.61 0.45
H 1.35 2.69 -2.83 0.09
H 1.49 1.81 -4.35 0.45
H 3.81 0.09 -0.44 0.62
H 2.77 1.53 -0.32 -0.21
H 5.94 0.24 -1.70 0.45
H 7.79 1.69 -2.45 0.41
H 7.50 4.14 -2.48 0.39
H 5.36 5.13 -1.78 0.40
H 3.49 3.67 -1.09 0.40
C 0.99 1.42 3.75 -1.26
S 1.88 1.11 2.18 0.59
C 3.25 2.30 2.56 -1.06
O 1.06 1.83 1.18 -0.65
H 1.60 1.08 4.58 0.43
H 0.07 0.85 3.71 0.27
H 0.78 2.48 3.82 0.45
H 3.76 1.94 3.45 0.45
H 2.85 3.29 2.71 0.36
H 3.94 2.29 1.72 0.15
```

***

Density functional theory data (ωB97M-V/def2-TZVPD) for a structure of composition C12H15NO in a non-equilibrium geometry.

Calculated values
charge	0
HOMO	-7.7	eV
DFT total energy	-596.176982	hartree
LUMO energy	0.93	eV
Kohn-Sham gap	8.678	eV

XYZ file:
```
29
Properties=species:S:1:pos:R:3:mulliken_charge:R:1
C -3.20 -0.61 -0.21 -0.63
C -3.37 0.78 -0.19 -0.42
C -1.96 -1.17 -0.05 -0.58
C -2.29 1.57 -0.12 -0.97
C -0.89 -0.36 0.18 -0.01
C -1.08 1.01 0.17 0.07
C 1.11 -1.22 -1.15 -0.58
C 1.33 0.02 -1.94 -0.65
C 0.57 -0.88 0.20 1.56
C 1.29 0.92 0.36 0.58
C 0.96 -1.87 1.32 -1.53
C 2.33 1.29 1.33 -1.52
N 0.11 1.63 0.49 -0.06
O 1.82 1.00 -1.04 -0.48
H -4.02 -1.29 -0.35 0.39
H -4.38 1.18 -0.32 0.38
H -1.88 -2.12 -0.37 0.52
H -2.47 2.68 -0.09 0.26
H 0.31 -1.74 -1.78 0.16
H 2.00 -1.87 -1.03 0.47
H 2.09 -0.06 -2.79 0.34
H 0.43 0.33 -2.38 0.37
H 0.05 -2.07 1.83 0.40
H 1.83 -1.43 1.81 0.34
H 1.43 -2.74 0.86 0.38
H 2.61 2.44 1.08 0.35
H 3.22 0.62 1.17 0.35
H 1.87 1.38 2.41 0.29
H 0.18 2.58 0.61 0.23
```

***

Density functional theory data (ωB97M-V/def2-TZVPD) for a structure of composition CF2Lu in a non-equilibrium geometry.

Calculated values
charge	0
multiplicity	2
HOMO (spin up / spin down)	-8.1 / -7.3	eV
DFT total energy	-1473.202001	hartree
LUMO energy (spin up / spin down)	-1.73 / -0.51	eV
Kohn-Sham gap (spin up / spin down)	6.363 / 6.802	eV

XYZ file:
```
4
Properties=species:S:1:pos:R:3:lowdin_spin:R:1
C 0.94 0.07 0.65 1.32
F -0.98 -0.45 -2.13 -0.06
Lu -1.11 0.73 -0.46 -0.56
F 1.14 -0.34 1.94 0.30
```

***

Density functional theory data (ωB97M-V/def2-TZVPD) for a structure of composition C13H23ClIIrOP2 in a non-equilibrium geometry.

Calculated values
charge	+3
multiplicity	6
HOMO (spin up / spin down)	-15.8 / -18.9	eV
DFT total energy	-2128.063643	hartree
LUMO energy (spin up / spin down)	-10.19 / -13.89	eV
Kohn-Sham gap (spin up / spin down)	5.562 / 5.018	eV

XYZ file:
```
42
Properties=species:S:1:pos:R:3:lowdin_spin:R:1
C -3.40 4.17 -1.82 0.13
I -2.21 2.36 -1.43 0.27
H -2.89 4.99 -1.32 0.00
H -4.40 3.99 -1.41 0.01
H -3.42 4.29 -2.91 0.01
Ir -0.24 0.36 -0.71 1.04
P 1.46 0.34 -2.36 0.14
C 0.85 -0.45 -3.87 0.03
C 1.76 2.08 -2.81 0.04
H 3.66 0.05 -1.30 0.00
H 3.71 -0.18 -3.07 0.00
H 3.05 -1.46 -2.03 0.00
C 3.13 -0.38 -2.16 0.00
H 2.22 2.61 -1.97 0.00
H 2.42 2.09 -3.68 0.01
H 1.57 -0.25 -4.68 0.01
H -0.13 -0.04 -4.13 0.00
H 0.80 2.56 -3.05 0.00
H 0.77 -1.52 -3.70 0.00
C -1.38 -0.81 -1.50 0.03
O -1.96 -1.69 -2.00 0.00
Cl 1.70 1.04 0.42 0.16
C -2.57 -0.47 2.26 0.05
P -1.01 0.00 1.48 0.15
C -0.85 1.67 2.20 0.02
C 0.02 -1.39 2.19 0.57
C -0.14 -2.67 1.62 0.47
C 0.52 -3.78 2.16 0.38
C 1.35 -3.63 3.29 0.57
C 1.49 -2.37 3.88 0.44
C 0.84 -1.25 3.33 0.41
H -3.37 0.17 1.91 0.01
H -2.42 -0.35 3.34 0.01
H -2.85 -1.50 2.03 0.00
H -1.03 1.66 3.27 0.00
H 0.13 2.12 2.04 0.00
H -1.60 2.27 1.68 0.00
H -0.82 -2.81 0.76 0.01
H 0.36 -4.78 1.73 0.01
H 1.84 -4.50 3.72 0.02
H 2.08 -2.27 4.80 0.01
H 0.96 -0.27 3.80 0.01
```

***

Density functional theory data (ωB97M-V/def2-TZVPD) for a cluster of 2 separate species, C5H15NO in total in a non-equilibrium geometry.

Calculated values
charge	-1
multiplicity	2
HOMO (spin up / spin down)	1.3 / -5.5	eV
DFT total energy	-329.413099	hartree
LUMO energy (spin up / spin down)	3.92 / 3.81	eV
Kohn-Sham gap (spin up / spin down)	2.623 / 9.268	eV

XYZ file:
```
22
Properties=species:S:1:pos:R:3:lowdin_spin:R:1
C 0.25 -1.07 -1.35 0.18
C 0.57 -0.23 -0.20 0.07
C -0.65 0.45 0.59 0.05
C -0.04 1.50 1.55 0.07
C -1.54 -0.59 1.28 0.07
N 1.27 -1.07 0.75 0.02
H -0.17 -0.52 -2.20 0.05
H 1.08 -1.71 -1.71 0.03
H -0.48 -1.85 -1.14 0.03
H 1.37 0.52 -0.48 0.03
H -1.38 0.91 -0.10 0.04
H -0.40 2.52 1.45 0.02
H 1.07 1.40 1.44 0.01
H -0.34 1.24 2.58 0.01
H -1.98 -1.31 0.55 0.03
H -0.98 -1.20 1.99 0.01
H -2.32 -0.11 1.88 0.01
H 1.87 -0.63 1.43 0.01
H 0.93 -1.93 1.16 0.01
H -0.08 0.94 -3.55 0.08
H 1.20 1.30 -2.54 0.04
O 0.74 1.42 -3.38 0.13
```

***

Density functional theory data (ωB97M-V/def2-TZVPD) for a structure of composition C21H20F5O2Pr in a non-equilibrium geometry.

Calculated values
charge	-2
multiplicity	3
HOMO (spin up / spin down)	2.0 / 2.0	eV
DFT total energy	-1978.971730	hartree
LUMO energy (spin up / spin down)	4.32 / 4.32	eV
Kohn-Sham gap (spin up / spin down)	2.320 / 2.321	eV

XYZ file:
```
49
Properties=species:S:1:pos:R:3:lowdin_spin:R:1
Pr 0.01 -0.30 0.29 2.03
C 2.41 0.35 1.56 0.00
C 2.80 -0.51 0.50 0.00
C 2.59 0.17 -0.73 0.00
H 3.23 -1.51 0.61 0.00
C 2.06 1.47 -0.44 0.00
C 1.95 1.58 0.98 0.00
H 1.61 2.46 1.53 0.00
H 2.50 0.13 2.62 0.00
H 2.86 -0.20 -1.72 0.00
H 1.84 2.24 -1.17 0.00
C -2.65 0.35 1.06 0.00
C -1.89 1.49 1.45 0.00
C -1.46 2.16 0.27 0.00
H -1.74 1.84 2.47 0.00
C -1.96 1.43 -0.86 0.00
C -2.70 0.31 -0.36 0.00
H -3.24 -0.42 -0.97 0.00
H -3.15 -0.35 1.74 0.00
H -0.88 3.08 0.22 0.00
H -1.88 1.73 -1.90 0.00
O 0.20 -2.04 -1.01 -0.01
C -0.28 -0.53 -4.22 0.00
C 0.34 -1.83 -3.78 0.00
C 0.54 0.67 -3.99 0.00
C -1.75 -0.52 -4.15 0.00
C 0.49 -2.54 -2.29 0.00
H 1.38 -1.84 -4.15 0.00
H -0.20 -2.62 -4.33 0.00
H -0.11 -3.46 -2.37 0.00
H 1.56 -2.79 -2.22 0.00
H 0.79 1.29 -4.87 0.00
H 1.50 0.37 -3.54 0.00
H 0.01 1.33 -3.29 0.00
H -2.30 -0.66 -5.09 0.00
H -2.10 0.42 -3.70 0.00
H -2.04 -1.36 -3.49 0.00
F -1.04 -2.39 7.36 0.00
C -0.83 -2.20 6.05 0.00
C -0.42 -0.94 5.60 0.00
F -0.24 0.08 6.47 0.00
C -0.23 -0.75 4.25 0.00
F 0.13 0.48 3.76 0.00
C -0.40 -1.80 3.33 0.00
O -0.23 -1.62 2.06 0.00
C -0.80 -3.07 3.81 0.00
F -0.97 -4.06 2.91 0.00
C -1.01 -3.27 5.16 0.00
F -1.40 -4.48 5.62 0.00
```

***

Density functional theory data (ωB97M-V/def2-TZVPD) for a cluster of 2 separate species, C8H8N2 in total in a non-equilibrium geometry.

Calculated values
charge	0
HOMO (spin up / spin down)	-8.3 / -7.3	eV
DFT total energy	-418.857425	hartree
LUMO energy (spin up / spin down)	-0.08 / -2.34	eV
Kohn-Sham gap (spin up / spin down)	8.247 / 4.911	eV

XYZ file:
```
18
Properties=species:S:1:pos:R:3:mulliken_charge:R:1
C -1.52 2.49 -0.13 -0.65
C -1.68 1.29 -0.06 0.53
C 2.47 -1.15 -0.10 -0.27
C 3.16 0.88 -0.01 -0.04
C 1.37 -0.35 -0.09 -0.23
C -2.18 -1.19 0.87 -0.62
C -2.22 -1.28 -0.64 -0.61
C -1.85 -0.03 0.04 0.10
N 3.57 -0.36 -0.05 -0.56
N 1.82 0.94 -0.03 0.13
H -1.40 3.53 -0.22 0.40
H 2.54 -2.22 -0.14 0.39
H 3.81 1.74 0.02 0.39
H -3.11 -1.18 1.42 0.23
H -1.37 -1.70 1.39 0.21
H -1.46 -1.84 -1.15 0.21
H -3.18 -1.32 -1.14 0.23
H 1.22 1.75 0.01 0.15
```

***

Density functional theory data (ωB97M-V/def2-TZVPD) for a structure of composition C14H32ClN4NbO4 in a non-equilibrium geometry.

Calculated values
charge	0
HOMO (spin up / spin down)	-8.0 / -8.0	eV
DFT total energy	-1589.452362	hartree
LUMO energy (spin up / spin down)	-0.70 / -0.70	eV
Kohn-Sham gap (spin up / spin down)	7.312 / 7.314	eV

XYZ file:
```
56
Properties=species:S:1:pos:R:3:mulliken_charge:R:1
Nb 0.00 0.16 0.95 0.79
N -1.35 1.59 0.91 0.68
N 1.78 1.01 1.37 0.44
N -1.09 -1.13 -0.32 0.11
N 0.95 -0.33 -0.85 0.36
H -0.13 3.24 0.30 0.25
C -0.86 2.95 1.08 -1.07
H -0.39 3.11 2.06 0.14
H -1.74 3.60 0.99 0.48
H -3.30 2.27 0.69 0.38
C -2.78 1.43 1.19 -1.10
H -2.99 1.45 2.27 0.24
H -3.17 0.48 0.80 0.23
C 2.28 2.11 0.56 -1.45
H 3.33 1.92 0.29 0.42
H 1.70 2.25 -0.36 0.24
H 2.22 3.03 1.15 0.36
H 3.62 0.32 2.13 0.36
C 2.65 0.70 2.50 -1.27
H 2.79 1.59 3.12 0.24
H 2.19 -0.07 3.12 0.34
C -2.33 -1.81 -0.51 0.59
H -3.03 -1.11 -1.02 0.25
C -2.92 -2.14 0.86 -1.59
H -2.61 -1.47 1.68 0.29
H -4.02 -2.11 0.79 0.36
H -2.61 -3.15 1.15 0.44
C -2.30 -3.04 -1.42 -1.68
H -3.16 -3.67 -1.17 0.45
H -2.42 -2.80 -2.48 0.37
H -1.40 -3.65 -1.28 0.34
H 3.44 -0.96 -3.07 0.58
C 2.37 -0.95 -2.84 -1.80
H 2.01 -1.98 -2.88 0.32
H 1.90 -0.33 -3.61 0.27
C 2.25 -0.32 -1.47 0.77
H 2.46 0.74 -1.63 0.19
C 3.32 -0.85 -0.51 -1.52
H 2.93 -1.07 0.50 0.17
H 3.75 -1.77 -0.90 0.57
H 4.11 -0.09 -0.41 0.21
H 0.19 -2.13 -1.63 0.24
C -0.14 -1.10 -1.40 0.31
C -1.14 1.68 -2.40 -0.95
H -1.94 1.38 -1.71 0.13
H -1.04 2.73 -2.64 0.33
C -0.44 0.76 -3.08 -0.21
H 0.21 1.01 -3.92 0.39
C -0.64 -0.69 -2.81 -0.90
H -1.68 -1.00 -2.91 0.54
H -0.06 -1.26 -3.54 0.39
O 0.63 -1.17 5.07 -0.56
Cl -0.15 -0.10 4.54 1.56
O -1.47 -0.06 5.04 -0.58
O 0.52 1.18 4.71 -0.54
O -0.29 -0.39 2.93 -0.88
```